(1)
A structure of composition C20H23ClN2OPSc in a non-equilibrium geometry, computed with ωB97M-V/def2-TZVPD.

Geometry as XYZ:
```
49
Properties=species:S:1:pos:R:3:lowdin_charge:R:1
Sc -1.383 -1.433 0.607 0.69
Cl -2.202 -0.349 2.522 0.14
P 0.140 0.917 -0.150 1.11
C -1.256 0.219 -1.111 -0.45
C -1.087 -0.932 -1.917 -0.13
C -2.163 -1.794 -2.158 -0.07
C -3.372 -1.624 -1.477 -0.04
C -3.572 -0.474 -0.693 -0.07
C -2.562 0.484 -0.594 -0.16
C -0.128 2.695 -0.478 -0.35
C 0.709 3.602 0.211 -0.08
C 0.520 4.973 0.067 -0.05
C -0.503 5.458 -0.759 -0.04
C -1.303 4.575 -1.486 -0.05
C -1.080 3.200 -1.385 -0.09
C 1.681 0.479 -1.001 -0.39
C 2.640 -0.307 -0.319 -0.09
C 3.838 -0.635 -0.948 -0.06
C 4.083 -0.216 -2.261 -0.04
C 3.112 0.517 -2.952 -0.04
C 1.912 0.864 -2.327 -0.08
H 1.505 3.216 0.848 0.11
H 1.184 5.669 0.592 0.12
H -0.667 6.531 -0.844 0.12
H -2.092 4.949 -2.139 0.12
H -1.637 2.519 -2.022 0.10
H -0.108 -1.153 -2.355 0.14
H -2.035 -2.615 -2.870 0.15
H -4.206 -2.309 -1.656 0.14
H -4.525 -0.262 -0.207 0.15
H -2.751 1.415 -0.057 0.13
H 2.421 -0.663 0.691 0.08
H 4.590 -1.215 -0.407 0.12
H 5.027 -0.467 -2.747 0.12
H 3.292 0.826 -3.982 0.12
H 1.149 1.425 -2.871 0.12
H -0.893 -3.073 -0.444 0.14
H -0.189 -2.709 -0.310 0.14
C -0.966 -4.150 3.876 -0.02
N 0.241 -3.324 3.882 0.07
C 0.558 -2.388 2.994 -0.52
N 1.606 -1.573 3.291 0.21
O -0.039 -2.250 1.866 -0.22
H -1.759 -3.699 3.269 0.08
H -1.307 -4.242 4.915 0.11
H -0.745 -5.154 3.492 0.10
H 0.767 -3.296 4.755 0.17
H 1.616 -0.689 2.797 0.11
H 1.939 -1.538 4.251 0.14
```

Summary:
- Total charge: +2
- HOMO-LUMO gap: 0.2420 Ha
- Energy: -68640.4386 eV

(2)
The molecule C20H23ClN4O3, computed with ωB97M-V/def2-TZVPD.

Geometry as XYZ:
```
51
Properties=species:S:1:pos:R:3:lowdin_charge:R:1
C -0.402 4.095 3.303 -0.08
C -0.038 4.761 1.980 -0.24
N -0.263 3.865 0.855 -0.21
C 0.636 4.105 -0.262 -0.08
C 1.913 3.265 -0.182 -0.49
O 2.941 3.584 -0.737 0.06
N 1.757 2.133 0.535 0.08
C 2.678 1.023 0.468 -0.12
C 2.102 -0.104 -0.353 -0.20
C 2.127 -1.416 0.100 -0.03
C 1.589 -2.439 -0.660 -0.10
C 1.009 -2.136 -1.880 -0.66
Cl 0.331 -3.401 -2.846 0.72
C 0.965 -0.834 -2.350 -0.09
C 1.516 0.173 -1.583 -0.02
C -1.652 3.738 0.439 -0.09
C -1.872 2.310 -0.073 -0.44
O -2.318 2.049 -1.165 0.09
N -1.464 1.403 0.858 0.13
C -1.423 0.009 0.799 -0.21
C -1.921 -0.717 -0.278 0.01
C -1.860 -2.098 -0.266 -0.03
C -1.303 -2.776 0.813 -0.16
C -1.236 -4.264 0.906 -0.52
N -1.212 -4.926 -0.275 0.17
O -1.209 -4.845 1.973 0.06
C -0.816 -2.043 1.892 -0.02
C -0.867 -0.667 1.885 -0.02
H -1.460 3.841 3.348 0.06
H -0.186 4.772 4.124 0.07
H 0.185 3.190 3.441 0.07
H -0.598 5.702 1.867 0.12
H 1.027 5.001 1.995 0.12
H 0.912 5.161 -0.372 0.14
H 0.146 3.798 -1.192 0.14
H 0.827 1.950 0.882 0.11
H 2.918 0.676 1.477 0.12
H 3.590 1.407 -0.002 0.13
H 2.576 -1.648 1.054 0.12
H 1.616 -3.457 -0.306 0.11
H 0.509 -0.613 -3.301 0.11
H 1.499 1.189 -1.949 0.12
H -1.936 4.447 -0.350 0.14
H -2.311 3.902 1.295 0.13
H -1.136 1.804 1.730 0.12
H -2.360 -0.196 -1.112 0.11
H -2.281 -2.642 -1.097 0.11
H -1.058 -4.457 -1.152 0.01
H -1.126 -5.928 -0.248 0.11
H -0.405 -2.578 2.734 0.12
H -0.487 -0.106 2.728 0.11
```

Summary:
- Total charge: 0
- HOMO-LUMO gap: 0.3377 Ha
- Energy: -45740.8242 eV

(3)
The molecule C20H23ClO4S in a non-equilibrium geometry, computed with ωB97M-V/def2-TZVPD.

Geometry as XYZ:
```
49
Properties=species:S:1:pos:R:3:lowdin_charge:R:1
C 5.024 1.924 -0.758 -0.11
C 3.733 2.671 -1.065 -0.28
C 3.487 2.849 -2.566 -0.26
C 3.441 1.530 -3.323 -0.31
H 2.925 1.614 -4.277 0.09
H 4.443 1.145 -3.508 0.09
S 2.623 0.188 -2.339 0.94
O 2.703 -1.000 -3.192 -0.51
C 0.882 0.822 -2.553 -0.20
C 0.045 0.199 -1.450 -0.32
C -0.152 -1.315 -1.664 -0.13
O -0.731 -1.929 -0.542 -0.02
C -2.044 -1.711 -0.243 -0.28
C -2.979 -1.123 -1.087 -0.02
C -4.293 -0.977 -0.675 -0.10
C -4.676 -1.416 0.578 -0.68
C -3.756 -2.008 1.430 -0.10
C -2.449 -2.152 1.018 0.00
H -1.712 -2.604 1.663 0.12
H -4.061 -2.346 2.408 0.11
Cl -6.318 -1.227 1.088 0.66
H -5.015 -0.517 -1.331 0.11
H -2.707 -0.773 -2.070 0.11
H 0.827 -1.790 -1.773 0.12
H -0.733 -1.489 -2.577 0.14
H -0.932 0.691 -1.343 0.15
O 0.771 0.387 -0.237 -0.03
C 0.068 0.615 0.889 -0.41
O -1.123 0.805 0.902 0.13
C 0.939 0.641 2.084 -0.12
C 2.303 0.365 2.008 -0.01
C 3.074 0.404 3.154 -0.07
C 2.494 0.711 4.376 -0.08
C 1.136 0.978 4.456 -0.07
C 0.359 0.944 3.314 -0.01
H -0.701 1.146 3.349 0.12
H 0.686 1.212 5.409 0.10
H 3.102 0.738 5.268 0.10
H 4.131 0.190 3.098 0.10
H 2.746 0.116 1.056 0.11
H 0.537 0.528 -3.541 0.11
H 0.896 1.903 -2.450 0.09
H 2.549 3.392 -2.704 0.10
H 4.280 3.471 -2.989 0.11
H 3.776 3.661 -0.606 0.11
H 2.891 2.140 -0.617 0.07
H 5.196 1.904 0.315 0.07
H 5.872 2.416 -1.230 0.08
H 4.977 0.897 -1.113 0.05
```

Summary:
- Total charge: 0
- HOMO-LUMO gap: 0.3207 Ha
- Energy: -52660.5269 eV

(4)
A cluster of 2 separate species, C20H23F2N4 in total in a non-equilibrium geometry, computed with ωB97M-V/def2-TZVPD.

Geometry as XYZ:
```
49
Properties=species:S:1:pos:R:3:lowdin_charge:R:1
C 1.021 -2.580 5.384 -0.01
C 0.711 -1.981 4.056 -0.18
C 1.556 -1.043 3.476 -0.18
F 2.683 -0.691 4.174 0.07
C 1.315 -0.452 2.242 0.06
C 0.124 -0.738 1.523 -0.19
C -0.295 0.007 0.316 0.06
C 0.192 1.407 0.242 -0.17
C 0.659 2.232 1.316 0.06
C 1.106 3.520 1.069 -0.19
F 1.659 4.247 2.097 0.06
C 1.048 4.147 -0.179 -0.18
C 1.537 5.534 -0.401 -0.02
C 0.512 3.366 -1.212 0.00
C 0.086 2.073 -0.988 -0.04
C -0.746 -1.681 2.122 -0.02
C -0.436 -2.308 3.326 0.00
H 0.339 -3.416 5.569 0.09
H 2.048 -2.966 5.432 0.10
H 0.901 -1.867 6.213 0.11
H 2.051 0.258 1.866 0.14
H -1.354 -0.085 0.060 0.14
H 0.709 1.889 2.354 0.13
H 1.270 5.847 -1.416 0.09
H 1.092 6.250 0.298 0.10
H 2.628 5.612 -0.307 0.10
H 0.444 3.785 -2.221 0.13
H -0.362 1.496 -1.793 0.06
H -1.702 -1.897 1.640 0.12
H -1.113 -3.054 3.742 0.13
N -3.705 2.457 -3.441 0.24
N -2.859 1.698 -3.292 -0.18
N -1.859 1.038 -2.991 0.01
C -1.842 -0.290 -3.555 -0.17
C -0.714 -1.128 -2.971 -0.28
C -0.985 -2.592 -3.293 -0.14
C -0.386 -3.389 -2.141 -0.14
C -0.141 -2.392 -0.997 -0.16
N -0.377 -1.018 -1.506 0.00
H -2.802 -0.846 -3.467 0.13
H -1.629 -0.251 -4.646 0.14
H 0.211 -0.841 -3.481 0.15
H -2.063 -2.787 -3.390 0.12
H -0.567 -2.874 -4.266 0.13
H -1.096 -4.166 -1.848 0.12
H 0.537 -3.890 -2.461 0.12
H -0.828 -2.632 -0.175 0.10
H 0.893 -2.462 -0.636 0.14
H 0.530 -0.546 -1.446 0.12
```

Summary:
- Total charge: +1
- HOMO-LUMO gap: 0.2630 Ha
- Energy: -32498.0532 eV